# 1
# C31H22Cl5N6O5Ru

A structure of composition C31H22Cl5N6O5Ru (ωB97M-V with the def2-TZVPD basis set, the Open Molecules 2025 dataset).

Cartesian coordinates (Å):
1 O -2.1006 0.6290 -1.0121
2 C -1.5161 -1.5094 3.1064
3 Cl -0.4831 -5.2230 4.2846
4 H -1.5808 1.5009 -4.7373
5 C 1.9113 4.8622 0.9695
6 C -1.0847 -2.8841 5.5141
7 C -1.2244 0.0954 -3.1526
8 C -1.7660 1.0118 -2.1339
9 C 4.7923 1.2570 -2.5381
10 Cl -0.7919 -3.7045 6.9540
11 C -1.2152 0.5140 -4.4911
12 O -0.6346 -1.6810 -1.6068
13 C 2.4833 2.5243 1.1030
14 H -7.7309 -2.3456 -1.7736
15 O 0.7079 1.3195 -1.1419
16 N -5.4322 -2.0868 -1.0380
17 N -7.5349 -2.9321 -0.9810
18 H -2.7573 2.5836 -3.2084
19 Cl -2.1406 0.7879 4.3488
20 O -1.6831 -0.8359 2.0726
21 H 3.1666 -0.0007 2.2978
22 C 4.8944 0.4365 0.0953
23 O 1.0793 -1.5006 2.4244
24 C -1.4753 -1.5172 5.5563
25 N -6.0175 -3.6882 0.5784
26 C -0.9405 -3.5779 4.2779
27 C 3.7024 0.9414 -0.4141
28 C 1.1586 0.7636 -0.1685
29 H 3.6940 1.9921 2.8059
30 C -0.7341 -1.1815 -2.8540
31 C -1.1535 -2.9208 3.1039
32 N -3.1230 -1.8773 -0.2431
33 C 3.6610 1.3615 -1.7384
34 H 1.4169 5.6710 0.4467
35 C -1.9683 2.4613 -2.4641
36 C -0.7625 -0.3008 -5.5049
37 C -4.2228 -1.9893 -0.5852
38 C -0.2689 -2.0034 -3.8740
39 N 2.4868 0.0907 1.5651
40 C 5.9751 0.7456 -2.0276
41 H 0.0817 -2.2227 -5.9646
42 C 3.2336 4.0693 2.8014
43 C 1.3574 -0.6457 1.5945
44 C 2.4981 1.1015 0.5198
45 Cl -0.9971 -3.7155 1.6104
46 C -6.3016 -2.8996 -0.4712
47 H 6.9406 -0.0624 -0.2879
48 N 0.5334 -0.2487 0.5367
49 C 3.1777 2.7862 2.2792
50 H -8.2562 -3.5296 -0.6218
51 H -2.2496 2.9867 -1.5565
52 C 2.5961 5.1144 2.1474
53 H 6.8543 0.6691 -2.6539
54 H 3.7795 4.2525 3.7179
55 C 6.0239 0.3364 -0.7027
56 H -6.6984 -4.3018 0.9881
57 H 4.9619 0.1064 1.1246
58 C -1.6977 -0.8430 4.3895
59 C -0.2866 -1.5694 -5.1840
60 Ru -1.2119 -1.1453 0.0951
61 H 2.6391 6.1174 2.5514
62 H -5.0895 -3.6850 0.9647
63 C 1.8569 3.5765 0.4451
64 H 2.7484 1.7710 -2.1471
65 H 4.7445 1.5838 -3.5691
66 H 0.1177 -2.9768 -3.6038
67 Cl -1.6523 -0.7375 7.0624
68 H 1.3311 3.3961 -0.4816
69 H -0.7727 0.0440 -6.5291
70 H -1.0490 2.8829 -2.8712

Results
Total charge: +1
LUMO (alpha / beta) in Eh: -0.0820 / -0.2086
Spin multiplicity: 5
Highest occupied orbital energy (alpha / beta) in eV: -10.666 / -10.658

***

# 2
# C45H50BiGeP2Si

A structure of composition C45H50BiGeP2Si at a distorted geometry (ωB97M-V with the def2-TZVPD basis set, the Open Molecules 2025 dataset).

Cartesian coordinates (Å):
1 C 5.9581 0.7924 0.6116
2 C -1.2700 -0.1281 2.7416
3 C 3.7417 1.1749 -3.3367
4 Ge -3.3536 -0.3890 -1.3723
5 P 2.6158 -0.3631 -1.3695
6 H 2.1890 -0.7846 -4.2874
7 H 1.8658 5.6301 3.1366
8 C -5.2852 -2.4793 -0.4638
9 C 2.0861 -4.1439 -3.8852
10 H -5.3251 -2.0691 -2.5788
11 C -3.3934 0.4704 3.6876
12 C -0.4776 3.5857 -1.1406
13 H 1.9538 -5.0487 -4.4595
14 H -3.1832 -2.8767 3.2180
15 C 4.0693 2.3605 -3.9696
16 C 2.6258 3.5577 -2.4674
17 H 4.8874 -1.3742 2.9443
18 H -4.6916 2.8848 0.3456
19 H -5.1966 -4.4883 -3.2905
20 C 4.6607 0.7207 0.1433
21 H -4.9642 -4.9572 -1.6169
22 H 0.2420 -1.3380 4.6767
23 C 0.7691 2.4878 3.6821
24 C -6.0560 0.8915 -2.1168
25 H 4.3393 -2.4678 5.0934
26 C 6.8489 -0.2430 0.3624
27 C 5.1325 -1.4550 -0.8068
28 C -4.8037 1.9439 -0.1933
29 C 3.8771 -1.3552 3.3270
30 H -5.1364 0.3476 -2.4408
31 H 4.8318 -2.3225 -1.3747
32 C 1.1239 3.7974 3.9545
33 C 1.2539 -1.3285 4.2977
34 C -3.4043 1.4614 -0.5823
35 C 1.5549 4.6197 2.9253
36 C 2.2609 -1.9643 5.0034
37 H -1.8474 1.8804 3.2178
38 C -2.1495 0.8438 3.2051
39 P 0.3890 0.2693 2.1279
40 H 3.9792 1.5475 0.3083
41 C 2.4475 -3.0611 -1.7755
42 H -3.1559 -2.8272 -0.5329
43 Bi 0.1727 -0.1544 -0.4260
44 H 3.7935 4.4815 -3.9979
45 H -5.2727 1.2303 0.4890
46 H 2.2173 4.4969 -2.1231
47 H 3.1132 -0.1866 1.6989
48 H -3.7525 -3.9628 -2.4400
49 C -5.7002 2.1785 -1.4052
50 H -2.6716 -0.4994 -2.7695
51 H -2.9668 2.1569 -1.3018
52 C 2.8152 1.1809 -2.2965
53 C 1.5685 4.1536 1.6220
54 H 6.2856 1.6638 1.1540
55 C 2.8863 -0.6994 2.6252
56 H 0.4656 1.8239 4.4819
57 C -2.8978 -1.8351 3.1986
58 H 1.9068 -2.8577 -5.5862
59 C -4.8203 -4.1504 -2.3312
60 C -5.5804 -2.9023 -1.9007
61 H -4.7266 -1.1572 4.0783
62 H 4.7604 2.3530 -4.7976
63 C 2.4335 -1.8209 -2.4219
64 H -6.6240 1.0927 -3.0228
65 H 2.0305 -2.4533 5.9367
66 H -0.9500 -2.2251 2.3783
67 H -6.6234 2.6509 -1.0646
68 H 4.2078 0.2473 -3.6436
69 H -0.0720 4.5938 -1.1828
70 H -2.7805 1.4343 0.3152
71 C 2.2200 -1.7445 -3.7942
72 H -5.2153 2.8658 -2.1000
73 H 1.8914 4.8127 0.8323
74 H 2.5974 -3.1081 -0.7038
75 H -4.0533 1.2160 4.1020
76 C 0.7903 2.0240 2.3677
77 C 1.1630 2.8584 1.3032
78 H 7.8701 -0.1690 0.7039
79 C -1.6493 -1.4734 2.7263
80 C -3.7652 -0.8658 3.6861
81 C 4.2473 -0.4113 -0.5619
82 H 1.0776 4.1672 4.9653
83 C 2.2834 -4.2185 -2.5122
84 H -3.6664 -1.7131 0.7621
85 H -5.9745 -1.6892 -0.1531
86 C 2.2379 2.3756 -1.8376
87 H 7.1274 -2.1601 -0.5419
88 H -5.4540 -3.3332 0.1960
89 C -3.8424 -2.0192 -0.2742
90 H -0.8197 3.3529 -2.1458
91 C 1.5791 -0.6824 3.1075
92 H -1.3355 3.6346 -0.4767
93 C 3.5216 3.5525 -3.5227
94 H 2.3115 -5.1803 -2.0229
95 C 2.0553 -2.9117 -4.5198
96 Si 0.8665 2.3850 -0.5206
97 H -6.6376 0.2313 -1.4751
98 C 6.4327 -1.3607 -0.3393
99 C 3.5638 -1.9765 4.5273
100 H -6.6501 -3.0927 -1.9966

Results
Total charge: +3
LUMO in Eh: -0.3410
Highest occupied orbital energy in eV: -16.286

***

# 3
# C38H72ClF2N5O8Si

A cluster of 3 separate species, C38H72ClF2N5O8Si in total at a distorted geometry (ωB97M-V with the def2-TZVPD basis set, the Open Molecules 2025 dataset).

Cartesian coordinates (Å):
1 C 3.0172 -4.8558 -1.0992
2 H -8.7788 -0.5054 0.6134
3 H 2.2882 3.5443 4.1506
4 H 2.2799 3.7318 -0.1410
5 H -3.9386 0.4609 2.5003
6 H 4.0339 5.4861 -0.0485
7 F -2.7938 4.6267 -0.4290
8 H -7.3166 5.6642 1.4615
9 C 3.6435 4.9503 3.2731
10 H 2.1924 0.3618 0.8720
11 H 1.4521 -2.8457 0.6145
12 H 3.0007 -0.5297 -2.2035
13 H 3.2648 -5.9984 -2.8716
14 C -0.3295 2.3324 0.5417
15 H -5.0829 5.6069 2.3165
16 C 2.7973 0.4789 -5.1993
17 H 1.3551 0.1601 -2.1432
18 O 3.1316 -5.9494 -0.2086
19 H -3.5475 4.0141 2.2100
20 C -5.7137 1.1027 0.3400
21 N -7.8575 -0.9142 0.7236
22 C 0.8913 -3.3952 1.3662
23 H -1.1421 4.2569 1.0169
24 H 2.1729 -0.2792 -0.6543
25 C 3.6660 1.8915 -2.5734
26 O 7.6190 -5.0464 -0.9257
27 H -8.5035 -0.8526 3.3938
28 C 1.8670 -0.5684 -5.7716
29 H -3.8108 1.0272 -0.4453
30 H 2.4618 -1.2711 -6.3619
31 H 4.1633 -6.5725 1.4218
32 C -2.6794 3.3030 -0.0526
33 C 4.1400 5.4946 2.0907
34 H -8.0246 -1.8956 0.9209
35 N 5.1111 -5.1237 -2.5632
36 H 5.4395 -5.9219 -2.0363
37 C -0.0444 2.0926 3.6304
38 F -2.3898 2.6155 -1.1987
39 H 3.5617 2.9816 -4.4092
40 H -7.9212 0.6203 3.6023
41 H 8.8403 -6.2590 -2.0887
42 O -6.0700 2.1477 -0.5726
43 H -2.7467 -0.7542 0.0036
44 C 4.3590 -6.0464 0.4874
45 O -0.4194 -1.1679 0.4585
46 Si 0.8638 2.1320 1.9813
47 H 1.1279 -0.1130 -6.4376
48 H -0.9156 1.4427 3.5615
49 H -5.0830 5.4229 0.5889
50 H -6.2839 1.5298 2.4249
51 H 2.2225 -2.3750 2.7371
52 C 1.3192 -2.9749 2.7736
53 H -6.5770 -2.0504 2.6865
54 H -2.7235 -2.7297 2.0222
55 H 3.4893 -0.0404 -4.5218
56 C -1.5080 3.2360 0.9353
57 H 1.1209 -4.4457 1.2207
58 O 1.2311 -1.3207 -4.7474
59 C -4.0595 2.8643 0.4527
60 H 4.3658 1.1082 -2.8910
61 H -0.3354 -0.0964 -4.0897
62 C -3.4317 0.5106 1.5343
63 C 7.2994 -4.1637 -1.9926
64 C -5.1247 3.1093 -0.6396
65 N -6.2087 -1.1586 2.3837
66 O -0.5209 -3.2860 1.1503
67 H 1.9443 -4.7305 -1.2667
68 H 1.3489 1.1408 -3.9484
69 C 2.8675 2.4607 -3.7410
70 H -0.6778 -1.0813 -5.5325
71 H 3.3043 -4.2622 -3.1281
72 C -4.4500 3.6666 1.7197
73 C 3.6556 -5.0617 -2.4672
74 Cl -7.3266 4.1319 3.2133
75 C -6.8266 4.7062 1.6010
76 O -5.2122 3.9863 -1.4298
77 C -6.6835 1.0858 1.5158
78 H -2.0264 -1.3319 2.7958
79 H 1.2431 -0.3184 2.2249
80 H 0.5341 -2.4187 3.2812
81 H -5.8455 0.1464 -0.1632
82 C -0.1481 -1.0601 -4.5759
83 H 3.3641 -3.9347 -0.6123
84 C 5.8088 -3.9312 -2.1035
85 H 7.2482 -6.9541 -1.7016
86 C -7.2511 -0.2871 1.8781
87 H -2.4480 0.9411 1.7177
88 H -0.6822 1.3533 0.2129
89 O 2.8784 1.4309 -1.4933
90 H -0.5472 -1.8467 -3.9376
91 N -8.3224 0.0131 2.8910
92 H 4.2735 2.7053 -2.1687
93 H 4.9146 6.2459 2.1383
94 C 8.0631 -6.3274 -1.3222
95 H 0.6317 1.7079 4.3908
96 H 5.4590 -3.5862 -1.1208
97 H 5.6330 -3.1220 -2.8195
98 H -0.3706 3.0875 3.9292
99 C -2.2555 -1.7675 1.8231
100 H -7.5537 1.6696 1.2240
101 C 2.6537 3.9649 3.2230
102 C 3.6370 5.0586 0.8615
103 C -0.9768 -2.0194 1.0854
104 H 0.1824 2.7601 -0.3197
105 N 2.0587 1.5474 -4.5424
106 H 2.1914 3.2183 -3.3369
107 H 2.7049 0.6492 2.5299
108 C -4.2086 1.3337 0.5254
109 H 7.7804 -3.2069 -1.7718
110 C 2.3300 0.1339 -1.6499
111 C 2.6502 4.0744 0.8165
112 H -4.1390 -1.4066 0.8254
113 H 3.3904 0.9088 -6.0127
114 H 4.0275 5.2715 4.2307
115 H -1.8830 2.9337 1.9080
116 C 1.8351 0.5274 1.8855
117 C -3.1968 -0.8921 0.9843
118 H 1.5030 -3.8559 3.3828
119 H 4.7715 -5.0606 0.7201
120 H -5.7234 -0.7071 3.1453
121 C -5.3283 4.9094 1.5146
122 H 8.4842 -6.8098 -0.4416
123 H 5.1026 -6.6238 -0.0692
124 C 2.1445 3.5066 1.9961
125 H -4.9361 3.0180 2.4431
126 H -7.2145 4.0420 0.8344
127 H 7.7081 -4.5339 -2.9378

Results
Total charge: 0
LUMO in Eh: 0.0120
Highest occupied orbital energy in eV: -8.642

***

# 4
# C4H14N2O

A cluster of 2 separate species, C4H14N2O in total at a distorted geometry (ωB97M-V with the def2-TZVPD basis set, the Open Molecules 2025 dataset).

Cartesian coordinates (Å):
1 H -2.0766 1.6770 0.2428
2 H 0.5644 -1.1504 -0.1228
3 H -1.4081 0.4438 2.0651
4 H -0.0060 1.7638 -0.1039
5 O 3.4374 -0.4654 -2.7124
6 H -2.3759 0.2818 -0.8249
7 C -1.7755 0.6700 -0.0072
8 N -1.5615 -1.4630 1.2791
9 H 0.5981 -0.0378 1.2991
10 N 2.0772 0.1907 -0.2238
11 H -2.3429 -2.0562 1.0130
12 H -0.1958 0.6299 -1.4967
13 H -1.2464 -1.7961 2.1841
14 H -3.0782 -0.0366 1.5666
15 C 0.7066 -0.1332 0.2251
16 H 3.2486 0.1429 -3.4387
17 H 2.7746 -0.1488 -2.0613
18 H 2.2871 1.1634 -0.0397
19 C -0.2888 0.8069 -0.4611
20 H 2.6805 -0.4293 0.3011
21 C -2.0189 -0.0534 1.3166

Results
Total charge: 0
LUMO in Eh: 0.0330
Highest occupied orbital energy in eV: -9.298

***

# 5
# C6H8LaLiO6

A structure of composition C6H8LaLiO6 at a distorted geometry (ωB97M-V with the def2-TZVPD basis set, the Open Molecules 2025 dataset).

Cartesian coordinates (Å):
1 Li -1.3717 -1.9175 -0.9408
2 H 2.4907 0.0042 1.8640
3 C -0.3228 0.2503 0.5762
4 H 3.3380 1.4433 0.1265
5 H 3.7468 -1.1291 1.2422
6 O -1.3949 -0.4497 0.9084
7 C 3.1072 0.4194 -0.1853
8 O 1.8551 -1.3940 0.4762
9 La 0.7715 2.7768 -1.3585
10 O 0.4501 -1.3553 -1.2802
11 C 2.8711 -0.5284 0.9809
12 H -2.6302 0.7748 -1.2784
13 O -3.0280 -1.2536 -1.1974
14 O 1.8388 0.4001 -0.8638
15 C -3.1873 0.0090 -0.6884
16 H 3.8719 0.0552 -0.8814
17 C 1.0884 -0.7197 -0.4185
18 H -4.2427 0.3678 -0.6852
19 H -3.3488 -0.4946 1.4273
20 C -2.7256 0.1208 0.7676
21 O -0.4584 1.4584 0.2935
22 H -2.7193 1.1618 1.1150

Results
Total charge: +1
LUMO (alpha / beta) in Eh: -0.1996 / -0.2021
Spin multiplicity: 2
Highest occupied orbital energy (alpha / beta) in eV: -10.062 / -10.058

***

# 6
# C4H7N3

The molecule C4H7N3 at a distorted geometry (ωB97M-V with the def2-TZVPD basis set, the Open Molecules 2025 dataset).

Cartesian coordinates (Å):
1 H 2.4969 -0.4205 -2.3278
2 C -1.7554 0.3802 1.2064
3 H -1.1433 1.2806 1.3391
4 N -1.4997 -0.2278 -0.1068
5 C -0.1706 -0.3871 -0.5506
6 H 2.9216 0.6135 -0.2112
7 H -2.2517 -0.8083 -0.4434
8 C 0.8613 0.1071 0.2812
9 H 0.8052 0.2294 1.3400
10 C 2.0027 0.0955 -0.4515
11 H -2.8014 0.7074 1.2969
12 N 1.7629 -0.5321 -1.6109
13 H -1.5530 -0.2854 2.0633
14 N 0.3242 -0.8228 -1.7257

Results
Total charge: 0
LUMO in Eh: 0.0393
Highest occupied orbital energy in eV: -8.209

***

# 7
# C4H9O2P

A cluster of 2 separate species, C4H9O2P in total at a distorted geometry (ωB97M-V with the def2-TZVPD basis set, the Open Molecules 2025 dataset).

Cartesian coordinates (Å):
1 C -1.0524 -0.9608 1.7782
2 O 3.4226 -0.1072 0.0918
3 H -1.1941 0.1599 -1.9114
4 C -0.6856 1.6784 -0.4277
5 H -0.5971 0.0034 1.9822
6 H -0.6172 1.5596 0.6680
7 H 2.6783 -0.9791 -1.6011
8 H -0.3291 -1.8913 1.9409
9 H 2.0326 0.6894 -0.9686
10 P -0.9909 -1.1409 -0.0498
11 C -1.0598 0.3388 -0.8815
12 H 0.2408 1.9913 -0.7497
13 H -1.9942 -1.1279 2.2940
14 C 2.6980 -0.0892 -0.8543
15 O -1.2091 -2.5178 -0.5690
16 H -1.3428 2.3931 -0.7419

Results
Total charge: 0
LUMO in Eh: 0.0084
Highest occupied orbital energy in eV: -8.815

***

# 8
# C6H6NO2P2

A structure of composition C6H6NO2P2 at a distorted geometry (ωB97M-V with the def2-TZVPD basis set, the Open Molecules 2025 dataset).

Cartesian coordinates (Å):
1 O 1.7493 -1.3513 -0.0474
2 O 2.2324 3.9134 -0.0804
3 C 0.1796 2.7040 -0.0637
4 P 3.3535 -1.1784 -0.5071
5 C -0.5373 1.5165 -0.0257
6 C 1.5461 2.9193 -0.0365
7 H 5.0577 -2.1311 0.4030
8 C -0.0707 0.2127 0.0094
9 H -1.6567 -0.8797 -0.9552
10 H -0.5131 -1.8750 -0.0426
11 N 4.0761 -1.9946 0.6141
12 H -1.6168 1.6281 -0.0655
13 C 1.2929 -0.0651 0.0609
14 H -0.3997 3.6191 -0.1680
15 C -1.0515 -0.9311 -0.0486
16 P 2.6179 1.0415 0.2278
17 H -1.7240 -0.9083 0.8099

Results
Total charge: -1
LUMO in Eh: 0.1326
Highest occupied orbital energy in eV: -3.330

***

Look up the total charge of the first one. +1